Here is a 2-piece molecular cluster, C6H12O overall in a non-equilibrium geometry from OMol25. Energies are from ωB97M-V/def2-TZVPD.

Properties
multiplicity = 1
total charge = 0
energy relative to the best compared isomer or geometry (same formula, charge and spin) = 70.65 kcal/mol
E = -8461.29012 eV
strongest force on any atom = 3.21 eV Å⁻¹
HOMO energy = -8.6 eV

Last column: Löwdin charge in e.
Cartesian coordinates (Å):
C 1.9364 1.3399 0.8477  -0.010
C 0.8786 1.3383 -0.0129  -0.149
C 0.4217 0.0300 -0.6954  -0.276
C -0.5939 0.2213 -1.8391  -0.051
C 0.7111 -1.1343 -0.0374  -0.115
C 0.4706 -2.5920 -0.4341  -0.096
H 2.6163 0.4544 0.6212  0.081
H 1.9675 1.8959 1.7536  0.043
H 0.3453 2.2945 -0.3013  0.112
H -1.3783 0.9535 -1.4591  0.099
H -0.2382 0.7450 -2.6489  0.036
H -0.9464 -0.7308 -2.1578  0.057
H 1.0906 -0.8064 0.8535  0.041
H 0.6251 -2.7842 -1.5416  0.085
H 0.9836 -3.3916 0.1199  0.058
H -0.6021 -2.9476 -0.1799  0.094
O -2.8029 0.9554 1.8804  -0.057
H -3.1116 0.3003 1.2690  0.016
H -1.8744 1.1545 1.6555  0.032

Forces on atoms 1 to 6 (eV/Å):
-0.67 -2.36 -2.07
0.02 -0.28 -0.36
-0.31 0.86 -0.11
-0.09 0.33 2.92
-1.19 0.47 -2.82
-1.85 -0.54 -0.47

Here is C32H43FGaN5O5P as an isolated structure from OMol25. Energies are from ωB97M-V/def2-TZVPD.

Properties
multiplicity = 1
total charge = -1
E = -115952.79899 eV
strongest force on any atom = 0.55 eV Å⁻¹
HOMO energy = -5.2 eV

Last column: Löwdin charge in e.
Cartesian coordinates (Å):
C 3.5841 -5.1471 1.3779  -0.090
C 3.8023 -4.0076 2.3672  -0.247
O 4.8871 -3.1104 2.0307  -0.214
P 4.6128 -2.0946 0.8150  0.465
O 4.2868 -2.7725 -0.4456  -0.267
C 3.4765 -0.8278 1.3735  -0.296
C 1.9889 -1.2103 1.5112  -0.284
Ga 0.9519 -2.1246 0.0267  0.431
F 0.8726 -0.9801 -1.4365  -0.362
C -0.9493 -2.4822 0.6886  -0.252
O -1.2020 -3.9094 0.7205  -0.286
O -1.1208 -4.3706 -0.6352  -0.116
O 5.9944 -1.2883 0.7814  -0.223
C 7.1623 -2.0010 0.3366  -0.265
C 7.5256 -1.6220 -1.0974  -0.064
H 4.3977 -5.1872 0.6543  0.074
H 3.5548 -6.1028 1.9041  0.065
H 2.6585 -5.0128 0.8278  0.019
H 4.0386 -4.3751 3.3646  0.110
H 2.8863 -3.4247 2.4593  0.082
H 3.8681 -0.4736 2.3344  0.089
H 3.6190 -0.0030 0.6706  0.092
H 1.4707 -0.2593 1.6862  0.030
H 1.8277 -1.7887 2.4245  0.032
H 1.5192 -3.5497 -0.4315  -0.003
H -1.0742 -2.1785 1.7337  0.054
H -1.7390 -2.0056 0.0960  0.050
H -0.1593 -4.5076 -0.7174  0.013
H 6.9982 -3.0749 0.4294  0.104
H 7.9537 -1.7230 1.0319  0.111
H 8.4975 -1.1319 -1.1513  0.065
H 7.5603 -2.5003 -1.7410  0.074
H 6.7655 -0.9581 -1.5021  0.059
N 1.0156 -6.9299 0.3030  0.078
C -0.3040 -6.9911 0.4691  -0.132
C -1.0563 -8.1159 0.1552  -0.063
C -0.4063 -9.2270 -0.3559  -0.095
C 0.9677 -9.1711 -0.5344  -0.087
C 1.6292 -8.0012 -0.1898  -0.152
H -0.7782 -6.0962 0.8590  0.088
H -2.1275 -8.1094 0.3052  0.101
H -0.9603 -10.1208 -0.6151  0.097
H 1.5181 -10.0125 -0.9342  0.093
H 2.7042 -7.9164 -0.3151  0.103
N 4.9834 0.2964 -5.0459  0.039
C 4.5462 0.0292 -3.8148  -0.151
C 3.2890 -0.4858 -3.5344  -0.051
C 2.4319 -0.7365 -4.5924  -0.068
C 2.8699 -0.4658 -5.8802  -0.088
C 4.1473 0.0461 -6.0517  -0.183
H 5.2402 0.2394 -3.0082  0.090
H 2.9698 -0.6888 -2.5218  0.085
H 1.4447 -1.1365 -4.3989  0.107
H 2.2370 -0.6467 -6.7396  0.092
H 4.5203 0.2672 -7.0470  0.092
N -0.8936 3.3831 0.5547  0.043
C -1.1559 4.3052 -0.3691  -0.186
C -0.9116 4.1293 -1.7216  -0.083
C -0.3609 2.9264 -2.1401  -0.073
C -0.0820 1.9516 -1.1961  -0.044
C -0.3671 2.2324 0.1343  -0.133
H -1.5893 5.2338 -0.0093  0.096
H -1.1533 4.9153 -2.4253  0.094
H -0.1559 2.7464 -3.1882  0.104
H 0.3385 0.9872 -1.4638  0.078
H -0.1655 1.4895 0.8985  0.099
N -4.8296 5.0445 2.1228  0.054
C -6.1293 4.8009 2.2742  -0.171
C -6.7307 3.5886 1.9751  -0.078
C -5.9332 2.5632 1.4888  -0.080
C -4.5788 2.7985 1.3250  -0.058
C -4.0755 4.0499 1.6534  -0.144
H -6.7213 5.6231 2.6637  0.077
H -7.7945 3.4559 2.1201  0.097
H -6.3595 1.5989 1.2430  0.104
H -3.9114 2.0338 0.9505  0.105
H -3.0168 4.2475 1.5472  0.071
N -8.9146 9.5176 3.0977  0.048
C -8.7319 10.6245 2.3819  -0.165
C -7.7061 10.7834 1.4619  -0.080
C -6.8187 9.7358 1.2743  -0.078
C -6.9949 8.5766 2.0120  -0.066
C -8.0542 8.5198 2.9061  -0.156
H -9.4429 11.4255 2.5538  0.099
H -7.6093 11.7078 0.9084  0.097
H -6.0039 9.8190 0.5667  0.106
H -6.3227 7.7361 1.8987  0.084
H -8.2218 7.6279 3.5006  0.098

Forces on atoms 1 to 6 (eV/Å):
0.28 -0.05 0.06
-0.19 -0.09 0.12
-0.16 0.09 -0.05
-0.01 0.04 -0.15
0.01 0.00 -0.18
0.01 -0.09 0.38

Let's list M in order: 100.16 697.42 g mol⁻¹.